(1)
{
  "formula": "C6H14NO",
  "method": "wB97M-V/def2-TZVPD",
  "elements": ["C", "O", "C", "N", "H", "H", "H", "H", "H", "H", "C", "C", "C", "C", "H", "H", "H", "H", "H", "H", "H", "H"],
  "xyz": [[1.6500, 1.0360, -0.5395], [0.9920, 1.4337, 0.5863], [1.9452, -0.4719, -0.4377], [2.5703, -1.0559, -1.6375], [1.0316, 1.1542, -1.4778], [2.5755, 1.6420, -0.6827], [2.5090, -0.6059, 0.4997], [0.9827, -0.9289, -0.1988], [3.4982, -0.6638, -1.7558], [2.6473, -2.0581, -1.5685], [-1.8822, -0.3355, 0.0195], [-1.3267, 0.4660, 0.9532], [-1.6872, 1.8910, 1.1836], [-1.8283, -1.8172, 0.1242], [-2.3714, 0.1377, -0.8295], [-0.6441, -0.0341, 1.6287], [-2.5808, 2.0420, 1.8093], [-0.8536, 2.3864, 1.6823], [-1.8859, 2.4503, 0.2630], [-1.1437, -2.1461, 0.9122], [-1.3910, -2.2394, -0.7994], [-2.8068, -2.2826, 0.2651]],
  "forces_ev_per_angstrom": [[-1.0126, 0.0402, 0.6043], [0.3553, 0.1877, -0.1648], [0.2301, 0.3231, 0.4306], [-0.2275, 0.2675, 0.0433], [0.2944, 0.0543, 0.1070], [0.2608, -0.3245, -0.3609], [0.3175, -0.0321, -0.1893], [-0.0776, -0.1506, -0.5240], [-0.0468, -0.1365, 0.0182], [0.1620, -0.1686, 0.0677], [0.1898, 1.1781, 1.0216], [-0.9250, -1.0256, -0.7566], [0.4576, 0.8258, 0.1337], [0.9544, -0.5222, -1.0925], [-0.3780, -0.2177, 0.0799], [-0.1891, 0.2883, 0.4737], [0.0518, -0.4580, -0.0131], [0.0000, 0.0441, -0.1617], [0.1325, -0.2390, -0.0884], [-0.2449, 0.1578, 0.1724], [-0.2807, -0.1248, 0.1190], [-0.0239, 0.0328, 0.0799]],
  "largest_force_ev_per_a": 1.575,
  "de_lowest_kcal_mol": 35.12,
  "charge": -1,
  "orbital_gap_ev": 6.305
}



(2)
{
  "formula": "C6H14NO",
  "method": "wB97M-V/def2-TZVPD",
  "elements": ["C", "N", "C", "C", "C", "C", "C", "O", "H", "H", "H", "H", "H", "H", "H", "H", "H", "H", "H", "H", "H", "H"],
  "xyz": [[1.1694, -1.4484, 2.7739], [2.1471, -2.1850, 2.1999], [-1.0917, 0.7812, -0.1486], [0.0476, 0.0340, -0.8534], [1.4252, 0.6327, -0.7553], [0.0372, -1.5172, -0.7732], [-1.9419, 1.7841, -1.0533], [-1.2884, 1.9692, -2.2285], [0.0918, -1.7897, 2.6679], [1.2845, -0.7124, 3.4831], [0.2797, 0.0142, 2.0015], [-1.6983, 0.1259, 0.3257], [-0.7044, 1.4655, 0.6601], [-0.3435, 0.1868, -1.9238], [1.4676, 1.6334, -0.5129], [2.0521, 0.1027, 0.0373], [1.9152, 0.3896, -1.7776], [0.7675, -1.9682, -1.5372], [0.3989, -1.6074, 0.1966], [-0.9670, -1.9463, -1.0583], [-2.9477, 1.3801, -1.2853], [-2.1009, 2.6750, -0.4386]],
  "forces_ev_per_angstrom": [[2.1150, -1.9247, -3.0337], [-3.5839, 2.4570, 1.5003], [2.5357, 2.0977, 0.6645], [-2.3714, 0.0811, -3.5035], [1.6325, -3.7537, -1.0727], [-0.0298, 0.8185, -2.2923], [0.9293, -0.3699, -2.1738], [-0.4747, 0.6171, 0.5820], [0.3494, 0.2726, -0.4205], [0.7320, 0.8993, 2.2315], [0.2271, -1.6092, -0.4483], [-2.2731, -2.2884, 1.5685], [0.0616, -0.5776, -0.3915], [1.0516, 0.3900, 1.1124], [-0.1664, 2.3043, 0.0653], [-0.6662, 0.4203, -0.8215], [-0.3059, 0.7852, 1.6941], [-0.7731, 0.7271, 1.1927], [0.3298, -1.8296, 1.8661], [0.9277, 0.4524, 0.8974], [-0.2266, -0.4468, 0.5726], [-0.0207, 0.4771, 0.2104]],
  "largest_force_ev_per_a": 4.597,
  "de_lowest_kcal_mol": 204.12,
  "charge": -1,
  "orbital_gap_ev": 3.509
}



(3)
{
  "formula": "C6H14NO",
  "method": "wB97M-V/def2-TZVPD",
  "elements": ["C", "C", "N", "C", "C", "C", "C", "O", "H", "H", "H", "H", "H", "H", "H", "H", "H", "H", "H", "H", "H", "H"],
  "xyz": [[4.0707, 0.4635, 0.0637], [2.5513, 0.4956, 0.2641], [1.9926, -0.7751, 0.5458], [0.5793, -0.6487, 0.7387], [-0.2553, -1.3688, -0.3551], [-3.4214, 0.1770, -1.0023], [-3.9708, 0.7212, 0.2684], [-4.8004, 0.2739, 1.0371], [4.4298, 1.4940, 0.1549], [4.4742, -0.1556, 0.8645], [4.2921, 0.0528, -0.9089], [2.0955, 0.9341, -0.6670], [2.3329, 1.2849, 1.0275], [0.2508, -1.0306, 1.7355], [0.2581, 0.4158, 0.8003], [-1.2012, -0.8384, -0.5020], [-0.3027, -2.4510, -0.2741], [0.3286, -1.1045, -1.2457], [-4.1216, -0.5563, -1.3761], [-3.0450, 0.9728, -1.6207], [-2.9087, -0.1080, -0.0160], [-3.6289, 1.7514, 0.4676]],
  "forces_ev_per_angstrom": [[-0.9400, 0.3661, 0.5231], [-0.2894, -0.1128, -0.4761], [-0.0467, 0.0640, 0.4310], [0.1902, -0.5541, 0.6489], [0.8041, 1.6365, -0.4853], [-1.9909, 0.4222, 2.6678], [-3.2660, 3.1340, -0.4741], [0.3051, -0.8224, -0.2179], [0.3445, -0.1118, -0.1641], [0.2624, -0.0538, -0.0768], [0.3496, -0.2366, -0.2644], [0.1745, 0.2843, -0.0921], [0.0172, -0.0263, 0.2448], [0.0173, -0.1699, -0.0994], [-0.1084, -0.0026, -0.3535], [-0.1549, -0.8028, 0.1935], [-0.1960, -0.0042, 0.1740], [-0.1258, -0.4327, -0.2184], [0.5911, -0.4784, -0.2144], [0.7135, -0.3132, 0.0283], [2.5951, -1.7227, -2.0092], [0.7535, -0.0627, 0.2344]],
  "largest_force_ev_per_a": 4.551,
  "de_lowest_kcal_mol": 89.19,
  "charge": -1,
  "orbital_gap_ev": 4.349
}



(4)
{
  "formula": "C6H14NO",
  "method": "wB97M-V/def2-TZVPD",
  "elements": ["C", "O", "C", "N", "H", "H", "H", "H", "H", "H", "C", "C", "C", "C", "H", "H", "H", "H", "H", "H", "H", "H"],
  "xyz": [[1.8321, 0.4526, 1.5601], [0.6117, 0.9569, 1.0977], [1.7150, -1.0755, 2.0344], [1.4040, -1.9857, 0.9295], [2.5126, 0.4347, 0.6792], [2.3945, 1.0192, 2.3819], [2.6938, -1.3227, 2.4944], [0.9496, -1.1881, 2.8004], [1.9319, -1.6909, 0.1010], [1.7180, -2.9516, 1.1745], [-1.7086, -0.2803, -0.2024], [-1.5943, 0.5874, -1.4123], [-2.6283, 0.6834, -2.2959], [-0.3876, 1.4866, -1.5857], [-1.0979, -1.2289, -0.3381], [-2.7700, -0.5765, -0.0235], [-1.2201, 0.2385, 0.7282], [-2.5815, 1.3956, -3.1397], [-3.4799, 0.0625, -2.1717], [0.3390, 0.8758, -2.1197], [0.0242, 1.7395, -0.5439], [-0.6583, 2.3673, -2.1482]],
  "forces_ev_per_angstrom": [[-2.0115, -0.6258, -0.7515], [1.7130, -0.2057, 1.5467], [0.9669, 1.2210, -0.0836], [0.4239, -0.9424, -0.1569], [0.5883, -0.1828, 0.2038], [-0.6916, -0.3547, -0.4676], [-0.1139, -0.0315, 0.0364], [-0.1535, 0.2307, 0.0655], [-0.2331, -0.1623, 0.3634], [-0.3121, 1.1456, -0.4009], [0.9125, -0.6360, 1.3680], [-1.6597, 1.0788, -0.9903], [1.8732, 0.5952, 0.4776], [-0.0414, -0.6131, 1.7261], [-0.5574, 1.0361, 0.2770], [0.6876, 0.1890, -0.1349], [-0.7817, -0.9328, -1.6740], [-0.0971, -0.5241, 0.4469], [-0.8141, -0.3701, -0.0385], [0.4854, 0.2750, -0.0246], [-0.2050, -0.4186, -1.4098], [0.0213, 0.2286, -0.3787]],
  "largest_force_ev_per_a": 2.317,
  "de_lowest_kcal_mol": 34.34,
  "charge": -1,
  "orbital_gap_ev": 6.907
}



(5)
{
  "formula": "C6H14NO",
  "method": "wB97M-V/def2-TZVPD",
  "elements": ["C", "C", "N", "C", "C", "C", "C", "O", "H", "H", "H", "H", "H", "H", "H", "H", "H", "H", "H", "H", "H", "H"],
  "xyz": [[1.3275, -2.1102, -0.6714], [-0.0353, -1.5285, -0.1747], [0.0389, -0.0909, -0.0153], [-0.9563, 0.3882, 0.9592], [-0.3254, 0.4638, 2.3402], [-0.1124, 0.5994, -1.2883], [-0.0027, 2.1399, -1.1804], [-1.2018, 2.7337, -1.1508], [1.7390, -2.7921, 0.0820], [1.2333, -2.6945, -1.5863], [2.0430, -1.2985, -0.6977], [-0.3262, -1.9813, 0.7715], [-0.7332, -1.8256, -0.9719], [-1.2451, 1.3899, 0.6176], [-1.8633, -0.2330, 0.9941], [0.1760, -0.4676, 2.6244], [-1.0272, 0.7316, 3.1418], [0.4399, 1.2449, 2.3691], [-1.1065, 0.3962, -1.7250], [0.5588, 0.1504, -2.0345], [0.7259, 2.3382, -0.3444], [0.6529, 2.4459, -2.0593]],
  "forces_ev_per_angstrom": [[-0.2995, -0.3069, 1.2960], [1.0928, -0.2845, -0.8787], [-0.6046, -0.3789, 0.3791], [0.4743, 0.5382, -0.0117], [0.2268, 0.2606, 0.5121], [-0.1965, -0.2979, -0.5575], [0.5378, -0.0068, -0.9632], [0.0273, 0.2981, 0.4366], [-0.0865, -0.0977, -0.0099], [0.1699, 0.3578, -0.1901], [0.1339, 0.1613, -0.5978], [-0.0552, -0.0818, -0.0022], [-0.6384, 0.1595, 0.3215], [-0.2204, -0.1110, 0.1535], [0.0108, -0.0742, -0.2111], [-0.1190, -0.0609, -0.0395], [-0.1547, -0.1936, -0.2199], [0.0266, -0.0880, -0.2219], [-0.1764, 0.1255, 0.1802], [0.4647, 0.1177, 0.3243], [-0.3450, -0.0172, 0.3179], [-0.2685, -0.0194, -0.0178]],
  "largest_force_ev_per_a": 1.431,
  "de_lowest_kcal_mol": 24.18,
  "charge": -1,
  "orbital_gap_ev": 6.114
}



(6)
{
  "formula": "C6H14NO",
  "method": "wB97M-V/def2-TZVPD",
  "elements": ["C", "O", "C", "C", "C", "C", "N", "C", "H", "H", "H", "H", "H", "H", "H", "H", "H", "H", "H", "H", "H", "H"],
  "xyz": [[-0.1476, 3.5001, -1.9761], [-0.7621, 4.6046, -1.4851], [-0.6155, 2.3065, -1.1703], [-0.2012, -1.4589, -0.3786], [-0.5399, -2.9077, 0.1330], [-0.4266, -1.5280, 1.0033], [0.7737, -1.7030, 1.8887], [1.5578, -0.4540, 1.7356], [1.0028, 3.6242, -1.8655], [-0.4046, 3.1988, -3.0335], [-0.4042, 2.4227, -0.1069], [-0.1753, 1.3184, -1.4190], [-1.6905, 2.1836, -1.4031], [-0.9433, -1.0180, -1.0236], [-1.5380, -3.1502, -0.2806], [0.2149, -3.6520, -0.0057], [-1.1591, -0.8631, 1.4401], [-1.0852, -3.4654, 1.4395], [1.2968, -2.3983, 1.3160], [2.6004, -0.6206, 1.9999], [1.4553, -0.2036, 0.7032], [1.1914, 0.2638, 2.4889]],
  "forces_ev_per_angstrom": [[0.8619, -1.6812, 0.3595], [0.2816, 0.7708, -0.7269], [-0.1629, -1.5551, 0.0814], [0.3732, -0.3885, 0.3416], [-3.1677, -2.6309, 1.5426], [2.4074, 2.1169, 0.2230], [-0.2409, -0.8809, -1.4626], [-0.2040, -0.5445, 1.5048], [-1.5670, 0.1814, -0.4454], [0.5263, 1.2493, 0.3932], [-0.4135, 0.2413, 0.0231], [0.1301, 0.6401, -0.3089], [0.3608, 0.1296, 0.6387], [-0.6719, 0.0708, 0.1802], [0.7627, -0.0935, -0.2385], [0.3940, -0.2479, 0.1951], [-0.8175, -0.7454, 0.6218], [0.9570, 1.8214, -2.4718], [-0.0973, 0.5241, 0.9064], [0.0432, -0.2163, -0.0781], [0.3033, 1.1140, -0.5394], [-0.0590, 0.1245, -0.7397]],
  "multiplicity": 2,
  "largest_force_ev_per_a": 4.397,
  "de_lowest_kcal_mol": 167.38,
  "charge": 0,
  "orbital_gap_ev": [8.018, 6.415],
  "s2": 0.75
}